The following is a DFT calculation (ωB97M-V/def2-TZVPD) of a single C4H9N molecule at a distorted geometry.

CARTESIAN COORDINATES (ANGSTROEM)
C -2.0931 0.2852 0.1104
C -0.8809 -0.5087 -0.3320
C 0.3452 -0.1154 0.4062
C 1.3020 0.8263 -0.2059
N 1.6577 -0.6101 -0.0728
H -2.1366 0.2804 1.2386
H -3.0452 -0.2216 -0.2471
H -2.0410 1.3159 -0.2559
H -1.0480 -1.6002 -0.1694
H -0.7302 -0.4337 -1.3952
H 0.1956 0.0406 1.4962
H 1.7639 1.5456 0.4860
H 1.1232 1.1425 -1.2529
H 2.2753 -0.7229 0.7369

Net charge: 0
SMILES: CC[C@@H]1CN1
E_LUMO in eV: 1.187
Spin multiplicity: 1
Relative energy (zero: lowest compared OMol25 entry of this formula, charge and spin) in kcal/mol: 22.7
Orbital gap in eV: 10.82

Results of the Mulliken charge analysis, in e, for atoms 1 through 2: atom 1 (C): -1.01, atom 2 (C): -0.46